(1)
C18H37O12 | ωB97M-V/def2-TZVPD

Output
Total energy in eV: -43829.023
Total charge: -1

Last column: Löwdin charge in e.
Cartesian coordinates (Å):
1 C -7.95 -3.83 -4.77  -0.12
2 C -8.46 -2.45 -5.52  -0.27
3 O -7.38 -1.41 -5.57  -0.23
4 C -7.72 -0.52 -4.42  -0.19
5 C -6.54 0.58 -4.15  -0.20
6 O -6.64 1.29 -2.85  -0.22
7 C -6.31 0.28 -1.83  -0.33
8 C -5.89 0.95 -0.36  -0.25
9 C -6.11 -0.28 0.71  -0.28
10 C -4.80 -0.65 1.62  -0.42
11 C -3.35 -0.49 0.87  -0.11
12 O -4.72 0.07 2.91  -0.17
13 H -7.15 -4.42 -5.39  0.07
14 H -8.86 -4.55 -4.58  0.08
15 H -7.48 -3.57 -3.71  0.09
16 H -8.84 -2.71 -6.61  0.12
17 H -9.41 -2.06 -4.93  0.12
18 H -8.72 0.06 -4.70  0.14
19 H -7.93 -1.25 -3.51  0.11
20 H -6.67 1.42 -4.99  0.13
21 H -5.45 0.13 -4.35  0.13
22 H -5.55 -0.53 -2.20  0.11
23 H -7.33 -0.30 -1.61  0.08
24 H -6.60 1.86 -0.16  0.01
25 H -6.95 0.10 1.47  0.09
26 H -6.53 -1.26 0.19  0.09
27 H -4.91 -1.80 1.90  0.12
28 H -2.77 -1.52 1.01  0.06
29 H -3.40 -0.31 -0.28  0.06
30 H -2.73 0.31 1.48  0.08
31 H -5.53 0.68 3.04  0.10
32 C 1.01 -2.99 2.96  -0.05
33 O 0.39 -2.50 1.77  0.00
34 C 1.08 -2.77 0.63  -0.55
35 O 2.14 -3.38 0.56  0.08
36 O 0.39 -2.26 -0.41  0.00
37 C 1.00 -2.47 -1.69  -0.05
38 H 0.38 -2.71 3.81  0.10
39 H 1.10 -4.08 2.93  0.10
40 H 1.99 -2.52 3.10  0.09
41 H 1.08 -3.54 -1.90  0.10
42 H 1.98 -1.99 -1.73  0.10
43 H 0.36 -2.02 -2.45  0.10
44 C 5.25 -2.74 1.06  -0.05
45 O 6.10 -1.60 0.99  -0.01
46 C 6.02 -0.79 2.07  -0.56
47 O 5.32 -0.96 3.05  0.11
48 O 6.87 0.25 1.88  -0.01
49 C 6.90 1.20 2.94  -0.05
50 H 5.39 -3.32 0.14  0.10
51 H 5.52 -3.38 1.91  0.10
52 H 4.20 -2.44 1.12  0.07
53 H 7.24 0.72 3.87  0.10
54 H 5.92 1.66 3.08  0.10
55 H 7.61 1.99 2.68  0.08
56 C 8.83 7.32 4.01  -0.05
57 O 9.46 7.04 2.76  -0.01
58 C 9.45 5.73 2.41  -0.56
59 O 8.95 4.82 3.06  0.10
60 O 10.08 5.61 1.22  -0.01
61 C 10.14 4.27 0.72  -0.05
62 H 8.90 8.40 4.19  0.09
63 H 7.77 7.05 3.97  0.10
64 H 9.34 6.80 4.83  0.10
65 H 9.14 3.87 0.56  0.10
66 H 10.70 3.63 1.41  0.10
67 H 10.67 4.29 -0.24  0.09

***

(2)
C32H61GaN7O3S | ωB97M-V/def2-TZVPD

Output
Total energy in eV: -113957.733
Total charge: -1
ΔE to the lowest compared entry with this formula, charge and spin in kcal/mol: 0.0

Last column: Löwdin charge in e.
Cartesian coordinates (Å):
1 C 1.51 5.75 0.75  -0.06
2 C 2.03 4.42 0.18  -0.49
3 O 3.24 4.05 0.91  -0.11
4 C 1.03 3.27 0.14  -0.28
5 Ga -0.77 3.65 -0.70  0.33
6 S -2.22 4.44 1.04  0.46
7 C -2.84 6.10 0.61  -0.21
8 O -3.44 3.59 1.09  -0.50
9 O -1.51 4.62 2.34  -0.49
10 H 1.75 5.82 1.82  0.08
11 H 0.42 5.83 0.66  0.04
12 H 1.96 6.61 0.25  0.07
13 H 2.43 4.59 -0.83  0.12
14 H 2.95 3.81 1.79  0.06
15 H 1.47 2.45 -0.46  0.02
16 H 0.89 2.89 1.17  0.05
17 H -1.45 2.31 -1.19  -0.08
18 H -0.76 4.81 -1.80  -0.08
19 H -3.93 6.02 0.50  0.04
20 H -2.58 6.79 1.43  0.05
21 H -2.38 6.43 -0.32  0.03
22 C 5.62 0.83 -0.43  -0.11
23 C 6.03 1.92 -1.42  -0.25
24 C 4.93 2.97 -1.60  -0.18
25 C 3.71 2.38 -2.15  -0.19
26 N 2.75 1.86 -2.51  0.20
27 H 4.74 0.29 -0.77  0.07
28 H 6.43 0.11 -0.28  0.07
29 H 5.38 1.27 0.54  0.07
30 H 6.27 1.47 -2.38  0.11
31 H 6.93 2.43 -1.07  0.10
32 H 5.25 3.78 -2.26  0.12
33 H 4.65 3.41 -0.64  0.09
34 C -0.56 -2.38 -3.22  -0.14
35 C 0.62 -1.51 -3.64  -0.25
36 C 0.53 -0.07 -3.14  -0.22
37 C -0.56 0.70 -3.75  -0.25
38 N -1.35 1.35 -4.26  0.14
39 H -1.50 -2.01 -3.60  0.07
40 H -0.43 -3.41 -3.57  0.05
41 H -0.64 -2.41 -2.13  0.08
42 H 0.71 -1.51 -4.73  0.11
43 H 1.55 -1.93 -3.25  0.10
44 H 1.45 0.47 -3.37  0.05
45 H 0.43 -0.03 -2.06  0.10
46 C -5.10 3.49 3.81  -0.11
47 C -6.13 2.39 3.93  -0.26
48 C -7.56 2.91 4.12  -0.20
49 C -7.74 3.64 5.38  -0.25
50 N -7.89 4.19 6.37  0.13
51 H -5.05 4.09 4.72  0.07
52 H -4.11 3.08 3.61  0.06
53 H -5.32 4.15 2.97  0.07
54 H -5.89 1.71 4.75  0.11
55 H -6.13 1.79 3.01  0.11
56 H -8.29 2.10 4.10  0.11
57 H -7.82 3.59 3.30  0.12
58 C -4.98 -4.64 -6.51  -0.11
59 C -3.49 -4.96 -6.53  -0.26
60 C -3.03 -5.66 -5.25  -0.19
61 C -3.21 -4.81 -4.07  -0.21
62 N -3.35 -4.15 -3.14  0.18
63 H -5.22 -3.96 -5.70  0.08
64 H -5.28 -4.17 -7.45  0.07
65 H -5.57 -5.55 -6.39  0.08
66 H -2.91 -4.04 -6.66  0.11
67 H -3.25 -5.61 -7.37  0.11
68 H -1.97 -5.93 -5.31  0.12
69 H -3.59 -6.59 -5.09  0.12
70 C -1.11 -0.09 2.18  -0.09
71 C -0.39 -1.25 2.85  -0.26
72 C 1.13 -1.08 2.80  -0.19
73 C 1.62 -1.15 1.42  -0.24
74 N 1.98 -1.26 0.34  0.16
75 H -0.80 0.01 1.14  0.07
76 H -2.19 -0.24 2.19  0.08
77 H -0.91 0.86 2.68  0.08
78 H -0.66 -2.19 2.37  0.06
79 H -0.70 -1.33 3.90  0.11
80 H 1.64 -1.86 3.37  0.11
81 H 1.42 -0.11 3.23  0.12
82 C 0.96 -5.00 -1.28  -0.10
83 C -0.11 -6.07 -1.20  -0.25
84 C -1.51 -5.50 -0.95  -0.20
85 C -1.57 -4.79 0.33  -0.21
86 N -1.60 -4.21 1.32  0.16
87 H 1.04 -4.43 -0.35  0.07
88 H 1.94 -5.43 -1.49  0.07
89 H 0.74 -4.28 -2.08  0.04
90 H 0.13 -6.78 -0.40  0.11
91 H -0.14 -6.65 -2.13  0.10
92 H -2.26 -6.28 -0.95  0.12
93 H -1.78 -4.79 -1.74  0.05
94 C 4.91 -1.24 2.81  -0.11
95 C 5.24 -0.21 3.87  -0.26
96 C 6.23 -0.72 4.92  -0.20
97 C 5.70 -1.85 5.68  -0.24
98 N 5.28 -2.74 6.28  0.14
99 H 4.43 -2.12 3.25  0.07
100 H 4.23 -0.83 2.06  0.05
101 H 5.81 -1.58 2.29  0.08
102 H 4.33 0.12 4.37  0.11
103 H 5.68 0.68 3.41  0.10
104 H 6.49 0.07 5.63  0.12
105 H 7.15 -1.05 4.44  0.12

***

The evaluated HOMO energy for the records listed, in turn: -1.442; -5.155 eV.
The evaluated lowest unoccupied orbital energy for the records listed, in turn: 1.73; 1.80 eV.
The evaluated orbital gap for the records listed, in turn: 0.1165; 0.2554 hartree.